No. 1
Molecular formula: C5H24O8
Method: DFT, ωB97M-V with the def2-TZVPD basis set

Structure (XYZ):
```
37
C5H24O8 (ωB97M-V with the def2-TZVPD basis set)
C 1.18 -0.42 -2.74
C -0.30 -0.36 -2.18
C -0.78 0.87 -1.98
C -1.81 1.01 -0.85
C -2.02 2.13 -0.17
H 1.09 -1.18 -3.48
H 1.94 -0.57 -1.99
H 1.42 0.59 -3.10
H -0.61 -1.21 -1.64
H -0.53 1.75 -2.51
H -2.32 0.10 -0.56
H -2.76 2.05 0.63
H -1.63 3.11 -0.42
H 0.30 -0.98 3.73
H -0.78 -0.55 4.93
O -0.48 -1.30 4.37
H 2.09 -3.52 -0.22
H 0.95 -2.44 -0.61
O 1.90 -2.63 -0.57
H -2.40 -2.48 -2.82
H -2.55 -1.21 -3.62
O -2.79 -2.14 -3.57
H -0.98 -0.32 1.49
H -1.50 -1.02 2.67
O -0.87 -1.19 1.91
H 1.84 4.60 -0.53
H 1.62 3.05 -0.98
O 1.52 4.06 -1.21
H 1.49 -3.07 2.61
H 0.15 -3.35 3.22
O 0.74 -3.82 2.67
H 3.13 0.63 0.37
H 2.11 1.13 -0.66
O 2.58 1.28 0.18
H 0.25 1.97 2.62
H -0.72 2.84 2.04
O -0.49 2.56 2.96
```

Computed properties:
Energy relative to the best compared isomer or geometry (same formula, charge and spin) = 83.7 kcal/mol
SMILES string = C=C/C=C/C.O.O.O.O.O.O.O.O
Frontier orbital gap = 0.3487 Ha

No. 2
Molecular formula: C5H25N2O7
Method: DFT, ωB97M-V with the def2-TZVPD basis set

Structure (XYZ):
```
39
C5H25N2O7 (ωB97M-V with the def2-TZVPD basis set)
C 0.44 -0.08 1.86
O 1.85 -0.10 1.72
C 0.04 0.94 0.80
C -1.38 1.30 1.17
C -2.23 1.00 0.00
C -2.78 1.96 -0.81
N -3.71 1.55 -1.76
N 1.00 2.16 0.86
H 0.02 -1.01 1.87
H 0.23 0.25 2.95
H 2.33 -0.16 2.57
H 0.40 0.53 -0.30
H -1.51 2.41 1.32
H -1.76 0.89 2.13
H -2.56 -0.05 -0.25
H -2.51 3.03 -0.92
H -3.99 0.62 -1.72
H -3.97 2.06 -2.49
H 0.98 2.69 1.80
H 0.79 2.85 0.03
H 1.99 1.72 0.78
H 2.13 4.65 -2.10
H 0.70 4.33 -1.94
O 1.54 4.19 -1.42
H 0.70 -1.26 -3.36
H 0.53 -2.00 -4.71
O 0.12 -1.92 -3.82
H -1.15 -3.28 1.28
H -0.74 -3.28 -0.41
O -0.93 -2.88 0.45
H 2.64 -1.25 -0.82
H 1.83 -2.42 -1.18
O 2.24 -1.59 -1.61
H 0.42 -4.83 -2.24
H -0.12 -3.41 -2.60
O 0.12 -4.00 -1.95
H 2.05 -1.49 5.65
H 2.42 -2.44 4.41
O 1.82 -1.67 4.72
```

Computed properties:
Energy relative to the best compared isomer or geometry (same formula, charge and spin) = 101.4 kcal/mol
Net charge = +1
Frontier orbital gap = 0.2870 Ha

No. 3
Molecular formula: C5H25NO10
Method: DFT, ωB97M-V with the def2-TZVPD basis set

Structure (XYZ):
```
41
C5H25NO10 (ωB97M-V with the def2-TZVPD basis set)
O -0.45 0.25 0.31
C 0.75 0.25 0.30
O 1.42 0.29 -0.90
C 1.64 0.05 1.48
C 1.33 1.03 2.60
C 0.03 0.88 3.35
C -1.22 -0.94 4.19
N -0.11 -0.46 3.87
H 0.92 0.81 -1.57
H 1.71 -0.97 1.85
H 2.65 0.25 1.10
H 1.51 2.06 2.28
H 2.13 0.90 3.34
H -0.86 1.17 2.78
H -0.01 1.60 4.18
H -2.11 -0.31 4.26
H -1.32 -2.01 4.39
H -0.84 -4.61 0.07
H -1.58 -3.28 0.44
O -0.73 -3.73 0.45
H -0.51 -3.24 -1.47
H 0.86 -2.94 -2.02
O -0.04 -3.19 -2.32
H 2.75 4.07 -0.14
H 2.12 2.89 -0.83
O 2.21 3.85 -0.91
H 2.98 -2.07 -2.39
H 2.04 -1.24 -1.37
O 2.41 -2.12 -1.62
H -1.09 0.38 -2.72
H -0.34 1.50 -3.49
O -0.47 1.14 -2.61
H -2.97 0.83 -0.03
H -3.28 -0.48 0.68
O -3.60 0.41 0.57
H -1.00 3.06 -1.63
H -1.19 4.22 -2.51
O -0.84 4.02 -1.64
H -0.94 -1.87 -2.92
H -2.43 -1.66 -3.32
O -1.56 -1.26 -3.40
```

Computed properties:
Energy relative to the best compared isomer or geometry (same formula, charge and spin) = 39.5 kcal/mol
SMILES string = C=NCCCC(=O)O.O.O.O.O.O.O.O.O
Frontier orbital gap = 0.3524 Ha

No. 4
Molecular formula: C5H25NO9
Method: DFT, ωB97M-V with the def2-TZVPD basis set

Structure (XYZ):
```
40
C5H25NO9 (ωB97M-V with the def2-TZVPD basis set)
O -2.35 -1.91 2.27
C -2.25 -0.72 2.09
C -1.87 0.02 0.84
C -0.36 -0.23 0.62
C 0.13 -0.69 -0.78
C 1.62 -0.51 -0.97
O 2.34 -1.38 -0.04
N -2.28 1.40 0.85
H -2.67 -0.02 2.83
H -2.43 -0.44 0.01
H 0.18 0.72 0.64
H 0.03 -0.89 1.40
H -0.10 -1.78 -0.85
H -0.63 -0.27 -1.42
H 1.96 0.46 -0.60
H 1.97 -0.80 -1.94
H 1.79 -2.18 0.05
H -1.54 2.01 1.19
H -2.44 1.82 -0.06
H 0.81 2.65 1.68
H 0.24 4.09 1.30
O 0.32 3.17 1.04
H -0.84 -3.13 -0.73
H -0.53 -3.62 0.76
O -0.31 -3.71 -0.17
H 1.55 -1.39 3.08
H 1.06 -2.54 2.20
O 1.80 -2.26 2.75
H -0.40 -0.17 -3.72
H 0.42 -1.49 -3.92
O 0.08 -0.87 -3.27
H 2.89 1.27 1.13
H 2.98 -0.17 1.30
O 2.76 0.63 1.85
H 0.87 1.99 -1.14
H 0.03 3.25 -1.16
O 0.70 2.78 -1.66
H -2.61 1.56 -2.77
H -1.24 1.68 -1.91
O -1.66 1.67 -2.77
```

Computed properties:
Energy relative to the best compared isomer or geometry (same formula, charge and spin) = 81.4 kcal/mol
SMILES string = N[C@H](C=O)CCCO.O.O.O.O.O.O.O
Frontier orbital gap = 0.3630 Ha

No. 5
Molecular formula: C5H26NO8
Method: DFT, ωB97M-V with the def2-TZVPD basis set

Structure (XYZ):
```
40
C5H26NO8 (ωB97M-V with the def2-TZVPD basis set)
C 0.24 1.25 -2.88
C -0.58 -0.06 -2.36
C -0.94 -0.80 -3.57
C -1.70 0.65 -1.47
N 1.74 1.03 -2.68
C 2.17 0.93 -1.29
O 1.51 -0.07 -0.45
H 0.12 1.33 -4.00
H -0.21 2.19 -2.46
H 0.01 -0.53 -1.47
H -0.40 -0.41 -4.56
H -2.20 -0.65 -3.63
H -0.74 -1.94 -3.40
H -2.06 1.39 -2.11
H -2.46 -0.02 -1.12
H -1.30 1.12 -0.66
H 1.75 0.15 -3.27
H 3.26 0.66 -1.28
H 1.90 1.90 -0.73
H 1.03 1.65 3.15
H 0.50 3.02 3.31
O 0.68 2.24 3.80
H -2.79 -2.05 0.33
H -2.23 -3.59 0.46
O -2.66 -2.87 -0.04
H -1.07 -1.41 3.15
H -2.77 -1.43 3.32
O -1.89 -1.94 2.96
H 1.70 0.34 0.53
H 2.54 0.88 2.20
O 1.76 0.74 1.90
H -3.32 1.68 1.55
H -1.69 1.45 1.46
O -2.46 2.00 1.70
H 2.34 -1.75 0.24
H 2.55 -2.06 1.80
O 2.88 -2.31 0.89
H 1.51 -0.93 4.31
H 1.62 -0.49 2.92
O 1.63 -1.28 3.46
```

Computed properties:
Energy relative to the best compared isomer or geometry (same formula, charge and spin) = 108.8 kcal/mol
Net charge = -1
Frontier orbital gap = 0.3172 Ha

No. 6
Molecular formula: C5H27B3N3NiO2
Method: DFT, ωB97M-V with the def2-TZVPD basis set

Structure (XYZ):
```
41
C5H27B3N3NiO2 (ωB97M-V with the def2-TZVPD basis set)
Ni 0.38 1.20 1.18
B 2.25 1.38 0.23
H 3.26 1.40 -0.13
H 1.73 0.59 -0.28
H 2.26 1.25 1.30
H 1.68 2.28 0.02
B -0.44 2.84 2.40
H 0.53 2.40 2.56
H -1.10 2.10 1.98
H -0.72 3.25 3.36
H -0.09 3.62 1.74
B 0.04 -0.33 2.72
H 1.06 -0.10 2.45
H -0.48 -0.35 1.78
H 0.13 -1.34 3.10
H -0.33 0.34 3.48
C -2.40 0.79 -2.33
C -2.14 0.79 -0.89
C -2.17 -0.71 -0.48
O -1.10 -1.51 -1.09
C -1.15 -2.81 -0.56
N -0.84 1.25 -0.59
H -3.45 0.68 -2.59
H -1.86 0.04 -2.91
H -2.22 1.76 -2.80
H -2.93 1.25 -0.28
H -3.14 -1.12 -0.76
H -2.01 -0.91 0.58
H -2.04 -3.37 -0.85
H -0.92 -3.02 0.49
H -0.27 -3.35 -0.92
H -0.47 0.82 -1.43
H -0.92 2.22 -0.84
C 2.51 -2.22 -1.37
O 2.54 -3.41 -1.74
N 2.64 -1.22 -2.10
N 2.32 -1.80 -0.20
H 2.58 -0.32 -1.63
H 2.54 -1.21 -3.10
H 2.20 -0.80 -0.06
H 2.54 -2.40 0.58
```

Computed properties:
Energy relative to the best compared isomer or geometry (same formula, charge and spin) = 0.0 kcal/mol
Net charge = -1
Spin multiplicity = 3
Frontier orbital gap (alpha / beta) = 0.3141 / 0.3099 Ha